Record 1
{"formula": "C8H19PS2", "method": "ωB97M-V/def2-TZVPD", "symbols": ["C", "C", "C", "C", "C", "C", "C", "C", "P", "S", "S", "H", "H", "H", "H", "H", "H", "H", "H", "H", "H", "H", "H", "H", "H", "H", "H", "H", "H", "H"], "coordinates": [[1.53, 0.12, 1.88], [-0.75, -0.60, -2.08], [-1.01, -2.84, -1.10], [1.29, -1.61, -1.28], [-0.41, -1.00, 0.54], [-0.62, 1.30, 1.44], [0.40, 0.31, 0.89], [-0.23, -1.55, -0.98], [-0.11, 3.50, 1.50], [0.54, 3.61, -0.45], [-1.97, 4.32, 0.94], [2.07, 1.08, 1.93], [2.23, -0.60, 1.41], [1.13, -0.29, 2.84], [-0.53, 0.44, -1.84], [-0.31, -0.87, -3.06], [-1.82, -0.73, -2.20], [-0.37, -3.54, -1.68], [-1.03, -3.29, -0.01], [-1.99, -2.77, -1.53], [1.73, -1.80, -0.31], [1.52, -2.27, -2.12], [1.69, -0.52, -1.45], [-1.38, -0.78, 0.72], [-0.14, -1.79, 1.32], [-1.45, 1.40, 0.75], [-0.83, 0.95, 2.48], [0.74, 0.87, -0.11], [1.96, 3.67, -0.15], [-1.87, 5.28, 1.75]], "multiplicity": 3, "orbital_gap_ev": [5.28, 6.84], "e_lumo_ev": [0.50, -2.35], "fmax_ev_per_a": 4.676}

=====

Record 2
{"formula": "C20H72O20", "method": "ωB97M-V/def2-TZVPD", "symbols": ["C", "O", "H", "H", "H", "H", "C", "O", "H", "H", "H", "H", "C", "O", "H", "H", "H", "H", "C", "O", "H", "H", "H", "H", "C", "O", "H", "H", "H", "H", "C", "O", "H", "H", "H", "H", "C", "O", "H", "H", "H", "H", "C", "O", "H", "H", "H", "H", "C", "O", "H", "H", "H", "H", "C", "O", "H", "H", "H", "H", "C", "O", "H", "H", "H", "H", "C", "O", "H", "H", "H", "H", "C", "C", "O", "O", "H", "H", "H", "H", "H", "H", "C", "C", "O", "O", "H", "H", "H", "H", "H", "H", "C", "C", "O", "O", "H", "H", "H", "H", "H", "H", "C", "C", "O", "O", "H", "H", "H", "H", "H", "H"], "coordinates": [[4.01, -9.41, 20.17], [4.76, -8.46, 19.43], [4.25, -9.31, 21.23], [2.95, -9.23, 20.01], [4.24, -10.42, 19.82], [5.45, -8.91, 18.92], [3.90, -8.95, 15.93], [3.88, -8.50, 14.55], [3.64, -10.00, 15.93], [4.85, -8.70, 16.40], [3.14, -8.42, 16.52], [4.25, -7.61, 14.54], [1.06, -10.77, 17.29], [0.89, -12.16, 17.04], [2.02, -10.58, 17.77], [1.00, -10.20, 16.36], [0.28, -10.43, 17.97], [1.32, -12.40, 16.21], [2.62, -15.60, 16.73], [1.52, -15.62, 15.81], [2.55, -14.80, 17.47], [2.65, -16.54, 17.28], [3.56, -15.45, 16.20], [0.79, -16.07, 16.23], [6.91, -11.56, 21.44], [7.55, -11.23, 22.66], [6.19, -10.80, 21.15], [7.59, -11.62, 20.57], [6.37, -12.51, 21.38], [7.56, -12.01, 23.22], [7.72, -15.64, 19.84], [7.04, -16.21, 20.94], [7.20, -15.85, 18.89], [7.75, -14.54, 19.89], [8.73, -16.03, 19.81], [6.09, -16.06, 20.79], [3.07, -13.30, 13.78], [1.91, -13.11, 14.58], [3.98, -13.33, 14.40], [3.03, -14.28, 13.29], [3.16, -12.47, 13.10], [1.71, -13.95, 15.02], [4.64, -12.91, 17.78], [5.83, -12.42, 18.40], [4.24, -12.18, 17.07], [4.83, -13.85, 17.25], [3.91, -13.12, 18.56], [6.60, -12.79, 17.92], [9.30, -14.45, 17.27], [8.04, -13.83, 17.17], [9.25, -15.51, 17.50], [9.86, -14.36, 16.33], [9.96, -13.93, 17.96], [7.62, -14.20, 16.37], [6.29, -11.14, 14.35], [5.25, -10.81, 13.44], [5.88, -11.68, 15.22], [6.99, -11.79, 13.84], [6.85, -10.25, 14.62], [4.81, -10.01, 13.76], [6.37, -15.08, 14.10], [7.69, -14.94, 14.63], [6.18, -14.52, 13.18], [6.16, -16.13, 13.88], [5.66, -14.72, 14.85], [8.25, -15.55, 14.16], [0.85, -14.50, 20.03], [1.43, -13.35, 19.44], [-0.20, -14.37, 20.30], [0.93, -15.36, 19.34], [1.42, -14.77, 20.92], [0.92, -13.09, 18.66], [3.80, -16.81, 20.23], [3.67, -17.26, 21.68], [2.90, -16.32, 22.44], [4.44, -15.54, 20.10], [2.79, -16.77, 19.79], [4.39, -17.55, 19.70], [4.66, -17.38, 22.15], [3.15, -18.21, 21.77], [3.38, -15.48, 22.41], [4.01, -14.93, 20.71], [6.26, -18.58, 17.63], [5.77, -17.58, 16.63], [4.65, -18.10, 15.90], [6.90, -19.64, 16.90], [5.44, -18.97, 18.24], [6.98, -18.12, 18.32], [6.57, -17.36, 15.91], [5.40, -16.66, 17.07], [4.94, -18.93, 15.49], [7.21, -20.27, 17.56], [3.37, -12.40, 22.01], [1.97, -12.09, 22.45], [1.94, -11.88, 23.87], [3.80, -13.66, 22.54], [4.00, -11.60, 22.43], [3.40, -12.39, 20.93], [1.28, -12.89, 22.16], [1.65, -11.15, 21.97], [1.01, -11.77, 24.11], [3.56, -13.66, 23.47], [8.05, -9.24, 17.44], [9.05, -10.36, 17.24], [8.57, -11.26, 16.26], [6.85, -9.69, 18.09], [7.77, -8.83, 16.46], [8.42, -8.42, 18.05], [9.28, -10.79, 18.22], [9.97, -9.90, 16.87], [8.41, -12.15, 16.63], [6.61, -10.58, 17.79]], "orbital_gap_ev": 9.75, "e_lumo_ev": 0.17, "fmax_ev_per_a": 1.552}

=====

Record 3
{"formula": "C2H10NOSi", "method": "ωB97M-V/def2-TZVPD", "symbols": ["C", "C", "N", "O", "Si", "H", "H", "H", "H", "H", "H", "H", "H", "H", "H"], "coordinates": [[0.12, -1.53, 1.42], [-0.54, 1.55, -0.11], [-1.15, -0.81, 1.33], [0.48, 1.22, -0.74], [1.06, 1.03, -2.31], [0.73, -1.58, 0.58], [0.60, -1.00, 2.14], [0.11, -2.62, 1.68], [-1.50, 1.66, -0.59], [-0.59, 1.49, 1.05], [-1.91, -1.21, 0.83], [-1.33, -0.64, 2.29], [1.53, -0.30, -1.84], [0.07, 1.11, -3.42], [2.34, 1.62, -2.32]], "charge": 1, "orbital_gap_ev": 8.01, "e_lumo_ev": -5.63, "fmax_ev_per_a": 3.193}